1.
# C25H45AlBBrCl4F6KN3O17P

A structure of composition C25H45AlBBrCl4F6KN3O17P (ωB97M-V/def2-TZVPD, the OMol25 dataset).

Geometry as XYZ:
```
105
Properties=species:S:1:pos:R:3:forces:R:3:mulliken_charge:R:1
C 4.578 -4.720 -2.847 1.225 0.171 -1.848 -1.028
C 4.100 -3.423 -3.666 -1.599 -0.678 0.403 0.683
O 2.898 -3.122 -3.641 3.250 -0.019 -0.164 -0.508
O 5.105 -2.765 -4.380 -2.150 -0.632 1.672 -0.296
C 4.690 -1.438 -4.784 0.057 1.645 -2.105 -0.738
C 4.358 -0.455 -3.575 -0.777 -0.387 -0.943 -0.225
C 2.848 0.067 -3.747 -0.041 -0.073 0.990 -0.912
C 1.954 -0.152 -2.429 -0.838 1.185 -0.472 -0.458
C 2.211 1.014 -1.350 -0.069 -1.186 -2.278 -0.368
N 3.606 0.859 -0.837 -0.336 1.738 3.945 0.381
C 3.667 0.685 0.582 -1.829 -1.358 -0.930 0.103
O 2.869 -0.040 1.214 2.394 2.454 -1.067 -0.570
O 4.713 1.432 1.260 0.387 -1.908 -0.640 -0.251
P 6.243 0.693 1.041 1.087 -0.906 -2.911 0.200
N 6.453 -0.026 -0.361 0.306 1.128 1.965 -0.471
H 5.364 -5.214 -3.526 -0.947 0.632 1.092 0.314
H 3.749 -5.481 -2.732 0.757 1.354 0.055 0.286
H 5.112 -4.446 -1.889 -0.848 -0.206 -1.046 0.237
H 5.606 -0.965 -5.372 -2.338 -1.528 1.287 0.311
H 3.846 -1.502 -5.562 0.747 -0.208 1.542 0.280
H 5.067 0.433 -3.615 -0.781 -1.306 0.014 0.424
H 4.547 -0.992 -2.592 -0.386 0.695 -1.157 0.196
H 2.916 1.182 -4.000 -0.398 -1.263 0.419 0.258
H 2.278 -0.427 -4.599 1.001 0.416 1.098 0.492
H 0.867 -0.031 -2.764 1.169 -0.255 0.487 0.288
H 2.045 -1.192 -1.987 0.153 1.281 -0.545 0.280
H 2.191 1.989 -1.950 -0.082 -1.132 0.920 0.276
H 1.428 1.034 -0.538 1.327 -0.416 -0.737 0.059
H 4.211 1.650 -1.093 -0.139 -0.824 -0.152 0.288
H 7.212 1.760 1.143 -0.966 -0.351 0.937 0.083
H 6.447 -0.306 2.069 -0.760 1.195 -0.028 0.091
H 7.243 0.419 -0.864 -0.938 -0.388 -0.195 0.207
C -1.692 3.331 4.278 -0.029 -0.059 -0.100 -0.954
C -1.776 1.985 4.988 -0.063 0.098 -0.046 -0.501
C -1.124 1.977 6.370 -0.172 -0.319 -0.149 -0.888
C 0.380 2.237 6.470 -0.214 -0.165 0.137 -0.699
N 1.300 1.231 5.772 0.435 -0.181 0.225 0.617
C 1.485 1.528 4.286 -0.231 -0.152 -0.074 -0.542
C 2.553 2.580 4.237 0.077 0.448 -0.177 -0.704
C 3.554 2.103 5.267 0.645 -0.012 0.046 -0.598
C 2.738 1.384 6.338 -0.125 0.022 -0.052 -0.487
C 0.836 -0.187 5.990 0.009 0.398 -0.113 -1.206
H -0.668 3.712 4.227 0.010 0.052 -0.008 0.179
H -2.063 3.238 3.255 -0.058 0.131 0.072 0.200
H -2.303 4.077 4.791 0.079 -0.006 -0.077 0.414
H -1.360 1.196 4.356 -0.020 -0.034 0.005 0.234
H -2.835 1.733 5.109 0.139 -0.043 0.035 0.508
H -1.362 1.030 6.866 0.085 0.078 0.026 0.348
H -1.620 2.743 6.977 0.243 0.027 0.005 0.492
H 0.639 2.193 7.531 0.103 -0.028 -0.160 0.361
H 0.642 3.234 6.111 0.097 -0.164 -0.109 0.440
H 1.828 0.609 3.803 -0.058 0.039 0.058 0.555
H 0.550 1.847 3.837 -0.129 -0.157 0.159 -0.108
H 2.158 3.562 4.512 -0.046 -0.044 -0.070 0.252
H 2.988 2.666 3.240 -0.048 -0.084 0.060 0.496
H 4.139 2.927 5.680 -0.068 -0.109 0.037 0.357
H 4.260 1.403 4.813 -0.109 0.081 -0.007 0.279
H 2.699 1.932 7.280 -0.191 -0.117 -0.126 0.254
H 3.143 0.388 6.525 -0.253 0.066 0.056 0.357
H -0.114 -0.334 5.479 0.069 0.009 0.111 0.347
H 0.735 -0.352 7.064 -0.039 -0.033 -0.114 0.422
H 1.579 -0.866 5.570 -0.072 0.159 0.051 0.477
F -2.271 -4.760 -5.162 0.686 0.716 0.234 -0.320
Al -0.595 -4.249 -4.886 1.570 -0.408 -0.721 0.760
F 0.485 -5.278 -5.824 -0.925 3.220 2.955 -0.344
F -0.219 -4.397 -3.161 -0.809 0.104 -1.301 -0.482
F -0.409 -2.561 -5.390 -0.547 -1.308 0.562 -0.485
C -4.473 -7.629 -4.206 1.202 -0.200 0.755 0.283
Cl -5.030 -6.655 -5.598 0.348 -0.817 0.136 -0.142
Cl -5.714 -7.585 -2.931 -0.148 0.031 -0.168 -0.113
Cl -4.224 -9.304 -4.732 -0.220 0.369 -0.032 -0.091
Cl -2.960 -6.972 -3.581 -0.738 -0.298 -0.294 0.036
K -6.190 -4.377 -6.505 0.156 0.888 -0.223 0.952
Br 7.331 -0.416 -4.492 2.619 0.958 0.538 -0.877
O -5.030 -2.529 -10.059 -0.211 0.013 -0.141 -0.619
H -5.631 -1.948 -10.538 0.082 -0.027 0.073 0.310
H -4.314 -2.693 -10.685 0.052 -0.050 0.202 0.324
O 0.324 2.874 -0.009 -0.183 0.336 -0.008 -0.474
H 0.384 3.778 -0.411 -0.288 0.319 0.117 0.389
H -0.344 2.314 -0.478 0.050 0.091 0.009 0.468
H 0.135 2.924 0.964 -0.124 0.100 -0.139 0.390
C -6.438 -4.680 0.122 -0.289 -0.638 0.643 -0.305
C -5.449 -3.592 -0.160 0.927 -0.197 -0.199 0.307
O -5.828 -3.141 -1.446 -0.702 0.012 0.412 -0.252
C -7.166 -3.369 -1.535 -0.684 0.357 -0.817 0.652
O -7.876 -2.878 -2.361 0.411 -0.445 0.353 -0.543
O -7.598 -4.219 -0.563 0.213 0.432 -0.361 -0.308
F -4.192 -4.083 -0.227 0.010 0.157 0.100 -0.249
H -6.131 -5.644 -0.291 0.212 0.178 -0.057 0.191
H -6.633 -4.800 1.188 -0.195 0.088 -0.136 0.268
H -5.483 -2.758 0.546 0.136 -0.015 -0.064 0.239
F 0.161 -6.750 -7.120 -0.656 -2.144 -1.834 -0.739
B -3.874 5.676 0.452 -0.802 0.131 -0.038 1.206
O -4.452 4.708 1.400 -0.052 0.117 -0.466 -0.444
C -5.625 4.315 0.898 -0.078 -1.521 2.312 0.587
O -6.359 3.521 1.428 0.303 0.367 -0.326 -0.621
C -5.864 5.000 -0.383 -0.887 1.129 -2.558 0.533
O -6.829 4.867 -1.089 0.416 -0.069 0.507 -0.584
O -4.834 5.806 -0.654 0.080 -0.450 0.620 -0.507
O -3.639 6.976 1.105 0.861 -0.441 -0.324 -0.517
C -2.337 7.239 1.006 -1.195 2.486 1.441 0.426
O -1.806 8.228 1.440 0.072 -0.596 -0.260 -0.586
C -1.668 6.138 0.294 0.933 -1.909 -1.349 0.644
O -0.487 6.063 0.042 0.065 -0.371 0.173 -0.652
O -2.561 5.212 -0.038 0.623 0.534 0.365 -0.523
```
Forces are in eV/Å.

- E_HOMO (eV) = -2.0
- M (g mol⁻¹) = 1103.209
- net charge = -1
- Kohn-Sham gap (eV) = 1.2
- F_max (eV/Å) = 4.467

2.
# C25H45BBrN4O15S2

A cluster of 5 separate species, C25H45BBrN4O15S2 in total (ωB97M-V/def2-TZVPD, the OMol25 dataset).

Geometry as XYZ:
```
93
Properties=species:S:1:pos:R:3:forces:R:3:mulliken_charge:R:1
N 0.238 2.829 1.413 1.849 0.497 0.660 -0.841
B -0.631 1.596 1.245 1.620 0.842 -0.786 0.650
C 0.280 0.471 0.423 0.433 -0.831 -1.443 -0.719
C 0.516 0.890 -1.178 0.678 -0.020 0.271 0.339
C 2.099 1.356 -1.452 -1.253 0.652 0.762 -0.529
S 2.581 0.794 -3.199 -1.161 0.333 -0.654 -0.102
C 1.543 1.725 -4.493 -0.570 1.596 -0.135 0.038
S 1.780 3.403 -4.635 -0.715 -3.276 -0.089 -0.186
N 0.546 0.988 -5.403 -2.044 -1.966 -1.263 0.227
C -0.459 -0.075 -4.955 -1.462 -0.890 -3.891 0.132
C -1.294 -0.597 -6.275 4.967 4.559 2.017 -0.540
N -0.731 0.227 -7.451 2.791 1.566 5.292 -0.392
C 0.346 1.172 -6.913 -2.958 -3.295 1.676 -0.023
C -2.078 1.861 0.503 -2.059 0.141 -1.467 -0.323
C -2.257 3.349 -0.159 0.703 4.938 4.827 0.422
O -2.140 4.524 0.466 -0.929 -8.043 -4.485 -0.512
Br -2.763 3.380 -2.135 0.383 -0.014 1.014 -0.267
O -0.965 1.138 2.637 -0.042 -1.408 0.637 -0.188
N -0.039 0.275 3.089 -1.686 -1.962 0.730 0.178
O -0.553 -0.746 3.546 1.181 2.271 -0.545 -0.433
H 0.946 2.552 2.156 -0.985 0.629 -1.222 0.183
H 0.818 3.040 0.572 -0.653 -0.134 0.821 0.093
H -0.303 -0.544 0.458 1.476 1.351 -0.213 0.075
H 1.385 0.394 0.870 -2.515 -0.221 -0.684 0.078
H 0.297 -0.034 -1.887 0.462 2.016 1.466 -0.163
H -0.138 1.812 -1.506 1.090 -1.898 0.561 0.043
H 2.238 2.518 -1.297 -0.286 -2.342 -0.556 0.283
H 2.855 0.836 -0.711 -1.453 0.724 -1.815 0.338
H -0.652 -0.485 -3.851 0.961 1.454 -2.721 0.210
H -2.164 -1.395 -6.362 2.225 2.080 0.176 0.290
H 0.985 1.977 -7.503 -1.680 -2.102 1.440 0.164
H -2.191 1.017 -0.327 -0.149 2.086 1.470 0.249
H -2.973 1.707 1.271 1.824 0.613 -1.606 0.240
C -2.564 -4.040 4.914 -0.274 -0.194 -0.074 -0.972
C -1.255 -4.128 4.148 -0.228 0.863 0.275 -0.068
O -1.046 -5.450 3.638 -0.386 -0.717 -1.201 -0.348
C -1.764 -5.773 2.532 -0.387 0.767 0.323 0.740
O -2.549 -5.045 1.947 1.139 -1.152 0.682 -0.555
O -1.482 -7.059 2.209 -0.036 0.709 0.161 -0.335
C -2.254 -7.560 1.119 -0.173 -0.187 -0.376 -0.633
H -2.606 -4.808 5.693 0.119 0.145 0.028 0.148
H -2.675 -3.057 5.377 0.087 -0.108 -0.073 0.357
H -3.422 -4.209 4.256 0.169 0.132 0.000 0.302
H -0.424 -3.917 4.829 -0.032 -0.307 -0.257 0.279
H -1.206 -3.388 3.341 -0.085 -0.260 0.100 0.293
H -2.179 -6.908 0.243 -0.123 -0.026 0.268 0.292
H -3.298 -7.675 1.427 0.098 0.157 -0.147 0.286
H -1.862 -8.545 0.849 0.113 0.216 0.285 0.220
C 6.740 5.200 1.450 -0.001 0.229 0.277 -1.137
C 5.542 4.496 0.837 0.380 0.193 -0.308 -0.155
O 4.591 4.130 1.844 -0.721 0.551 0.253 -0.339
C 3.812 5.139 2.311 -0.011 0.372 0.123 0.745
O 3.851 6.304 1.948 -0.021 -1.545 0.403 -0.563
O 3.006 4.635 3.277 0.802 0.289 -0.921 -0.287
C 2.205 5.619 3.928 -0.486 0.323 0.248 -0.693
H 7.178 4.590 2.247 -0.017 -0.047 -0.200 0.292
H 7.503 5.396 0.692 -0.074 -0.064 0.042 0.356
H 6.453 6.154 1.902 -0.032 -0.113 -0.185 0.307
H 5.874 3.566 0.362 -0.291 0.008 0.267 0.296
H 5.068 5.104 0.057 -0.022 -0.011 0.294 0.310
H 1.633 6.210 3.205 0.239 -0.119 0.116 0.302
H 2.839 6.267 4.541 -0.059 0.030 -0.189 0.322
H 1.499 5.103 4.584 0.268 -0.158 -0.274 0.234
C 1.244 6.042 -12.782 -0.168 -0.258 -0.186 -1.083
C 1.615 5.999 -11.311 0.329 0.229 -0.378 -0.171
O 0.604 5.330 -10.546 0.040 -0.941 0.188 -0.345
C 0.605 3.975 -10.629 -0.055 -0.226 -0.308 0.774
O 1.381 3.296 -11.282 -0.904 0.928 0.898 -0.566
O -0.428 3.508 -9.887 1.043 0.739 -0.594 -0.314
C -0.605 2.095 -9.974 -0.319 -0.665 0.063 -0.676
H 0.249 6.481 -12.915 0.174 0.087 0.081 0.286
H 1.971 6.632 -13.347 -0.061 -0.016 0.088 0.353
H 1.207 5.037 -13.214 0.128 0.126 0.127 0.307
H 1.679 7.022 -10.924 -0.231 -0.279 0.168 0.288
H 2.595 5.533 -11.152 -0.273 -0.109 -0.038 0.301
H 0.321 1.562 -9.740 -0.214 0.133 -0.204 0.288
H -0.964 1.828 -10.973 0.237 0.000 0.059 0.331
H -1.365 1.803 -9.243 0.268 0.319 -0.123 0.218
C -2.543 -8.269 7.512 0.266 0.215 0.050 -1.055
C -3.814 -8.206 8.341 0.006 -0.128 -0.691 -0.180
O -3.518 -7.901 9.710 0.028 1.011 0.535 -0.340
C -3.231 -6.600 9.973 0.199 0.204 -0.620 0.758
O -3.210 -5.691 9.160 -0.125 -1.263 1.221 -0.547
O -2.938 -6.493 11.292 -0.352 -0.218 -0.887 -0.331
C -2.514 -5.189 11.682 0.139 0.506 0.223 -0.615
H -1.827 -8.967 7.958 -0.191 -0.040 -0.078 0.314
H -2.764 -8.591 6.491 -0.001 0.016 0.115 0.345
H -2.049 -7.294 7.465 -0.195 -0.101 -0.049 0.265
H -4.299 -9.187 8.334 0.091 0.189 0.348 0.281
H -4.533 -7.488 7.929 0.240 0.031 0.182 0.307
H -3.236 -4.425 11.376 0.213 -0.186 -0.097 0.289
H -1.526 -4.978 11.260 -0.226 0.080 -0.049 0.289
H -2.435 -5.169 12.773 -0.084 -0.303 -0.227 0.220
```
Forces are in eV/Å.

- E_HOMO (eV) = -5.0
- M (g mol⁻¹) = 796.498
- net charge = -1
- Kohn-Sham gap (eV) = 5.7
- F_max (eV/Å) = 9.256

E_HOMO of number 1 (C25H45AlBBrCl4F6KN3O17P)?
-2.0 eV

Among the records above, which one has the lowest E_HOMO?
C25H45BBrN4O15S2